Here is a molecular structure, C19H18N6O5S at a distorted geometry from the Open Molecules 2025 dataset. Energies are from ωB97M-V/def2-TZVPD.

Properties
LUMO	-1.65	eV
highest occupied orbital energy	-8.712	eV
electronic energy	-49998.341	eV
multiplicity	1
F_max	0.0843	hartree/bohr
relative energy (zero: lowest compared OMol25 entry of this formula, charge and spin)	932.0	kJ/mol
total charge	0

Atoms and positions in Å:
C (3.555, -0.969, 3.466)
C (3.536, -0.991, 1.936)
C (4.823, -1.600, 1.404)
C (3.316, 0.434, 1.399)
C (3.603, 0.693, -0.059)
C (3.266, 2.114, -0.439)
N (1.931, 2.471, 0.054)
C (1.199, 3.599, -0.374)
C (-0.007, 3.711, 0.315)
C (-0.853, 4.794, 0.093)
C (-0.479, 5.760, -0.851)
C (0.734, 5.647, -1.546)
C (1.595, 4.564, -1.298)
S (-0.210, 2.416, 1.464)
C (1.360, 1.787, 1.071)
N (1.954, 0.791, 1.687)
H (4.419, -0.384, 3.813)
H (2.644, -0.528, 3.890)
H (3.647, -2.000, 3.835)
H (2.683, -1.622, 1.628)
H (5.671, -0.954, 1.667)
H (4.982, -2.582, 1.860)
H (4.789, -1.722, 0.317)
H (3.996, 1.077, 1.988)
H (4.668, 0.525, -0.243)
H (3.031, -0.017, -0.671)
H (4.001, 2.812, -0.010)
H (3.259, 2.243, -1.524)
H (-1.774, 4.857, 0.666)
H (-1.135, 6.609, -1.040)
H (1.009, 6.407, -2.279)
H (2.554, 4.472, -1.809)
O (-4.126, -2.516, 3.008)
N (-3.666, -1.559, 3.656)
O (-4.376, -0.822, 4.379)
C (-2.262, -1.229, 3.575)
C (-1.811, -0.052, 4.171)
C (-0.481, 0.373, 3.924)
N (0.107, 1.459, 4.684)
O (-0.593, 2.119, 5.471)
O (1.339, 1.666, 4.524)
C (0.335, -0.244, 2.999)
C (-0.045, -1.466, 2.461)
N (0.719, -2.421, 1.858)
O (-0.068, -3.595, 1.968)
N (-1.319, -3.344, 2.499)
C (-1.323, -2.021, 2.782)
H (-2.447, 0.561, 4.805)
H (1.390, 0.295, 2.605)

Here is 2 unconnected molecules or ions with the total composition C3H8OS2 at a distorted geometry from the Open Molecules 2025 dataset. Energies are from ωB97M-V/def2-TZVPD.

Properties
LUMO	0.40	eV
highest occupied orbital energy	-8.259	eV
electronic energy	-26957.579	eV
multiplicity	1
F_max	0.0378	hartree/bohr
relative energy (zero: lowest compared OMol25 entry of this formula, charge and spin)	99.3	kJ/mol
total charge	0

Atoms and positions in Å:
C (-0.861, 0.485, 1.572)
S (-1.038, -0.988, 0.459)
S (-1.944, -2.483, 1.639)
H (-0.194, 1.167, 1.066)
H (-1.903, 0.774, 1.546)
H (-0.584, 0.293, 2.606)
H (-1.586, -1.952, 2.817)
O (2.290, -0.117, -0.271)
C (1.459, -0.210, -1.131)
C (0.942, 0.883, -2.032)
H (0.974, -1.185, -1.340)
H (1.190, 1.912, -1.776)
H (1.386, 0.705, -3.019)
H (-0.130, 0.715, -2.138)

What is the F_max in the first record? 0.0843 hartree/bohr